[1]
{"formula": "C3H6Cl2N2O", "method": "wB97M-V/def2-TZVPD", "total_charge": 0, "homo_lumo_gap_ev": 8.8422, "lumo_ha": 0.026, "species": ["C", "C", "C", "N", "N", "O", "Cl", "Cl", "H", "H", "H", "H", "H", "H"], "xyz": [[1.3425, 0.5360, 0.4495], [0.3855, 0.3943, 1.3771], [-1.8788, -0.0367, -0.6141], [1.8172, -0.5876, -0.3219], [-1.1171, -0.4994, -1.4376], [-0.0302, -0.8546, 1.8328], [1.9480, 2.0328, -0.0478], [-2.7077, 1.5308, -0.8076], [-0.0892, 1.1810, 2.0161], [-2.2816, -0.3245, 0.3234], [2.4926, -0.4058, -1.0793], [1.0131, -1.2741, -0.5192], [-1.0111, -0.0637, -2.3398], [0.1167, -1.6284, 1.1684]], "forces_ev_per_a": [[-0.46, -1.95, -0.83], [0.13, -0.16, 0.98], [-1.61, 2.43, 0.05], [-1.58, -0.40, 0.67], [1.03, -2.23, -0.54], [0.03, -1.65, -1.76], [0.26, 0.98, -0.11], [-0.15, 0.45, -0.39], [0.82, -0.59, -1.04], [0.62, -1.31, 0.80], [-1.02, -0.09, 0.71], [2.01, 1.61, -0.27], [0.05, 0.58, 0.05], [-0.14, 2.34, 1.68]]}

[2]
{"formula": "C21H27N5O2", "method": "wB97M-V/def2-TZVPD", "total_charge": 0, "homo_lumo_gap_ev": 9.3733, "lumo_ha": 0.023, "species": ["C", "N", "C", "O", "C", "H", "C", "C", "N", "N", "C", "O", "C", "H", "H", "C", "H", "H", "C", "C", "C", "C", "C", "C", "C", "H", "H", "H", "H", "H", "H", "H", "H", "H", "H", "C", "H", "C", "C", "C", "N", "N", "C", "H", "C", "H", "H", "H", "H", "H", "H", "H", "H", "H", "H"], "xyz": [[1.5118, -1.3428, 4.9337], [0.2606, -1.7748, 4.3601], [-0.6749, -0.9240, 3.8714], [-1.7012, -1.3164, 3.3519], [-0.3844, 0.5598, 4.0647], [0.6360, 0.7870, 3.7537], [-1.3696, 1.4060, 3.2575], [-1.0569, 1.3494, 1.8102], [-1.8818, 1.2561, 0.8254], [-1.1479, 1.2797, -0.3127], [0.0924, 1.3863, 0.0306], [0.2252, 1.4441, 1.3767], [1.2991, 1.4379, -0.8269], [1.6524, 0.4084, -0.9438], [2.0639, 2.0036, -0.2897], [1.0330, 2.0590, -2.1972], [0.5206, 3.0151, -2.0739], [1.9904, 2.2518, -2.6865], [0.1834, 1.1474, -3.0885], [-0.0797, 1.8110, -4.4087], [0.7773, 1.6268, -5.4858], [0.5518, 2.2748, -6.6877], [-0.5350, 3.1206, -6.8265], [-1.3950, 3.3125, -5.7582], [-1.1673, 2.6625, -4.5587], [-1.8397, 2.8093, -3.7257], [-2.2460, 3.9702, -5.8620], [-0.7122, 3.6268, -7.7643], [1.2255, 2.1196, -7.5183], [1.6272, 0.9663, -5.3832], [-0.7551, 0.9487, -2.5732], [0.7120, 0.2042, -3.2377], [-2.3865, 1.0366, 3.3890], [-1.3202, 2.4477, 3.5870], [-0.4844, 0.7944, 5.1273], [0.0862, -3.1967, 4.1391], [-0.9711, -3.3516, 3.9157], [0.9355, -3.7031, 2.9635], [0.5957, -2.9602, 1.7151], [-0.5742, -3.0210, 0.9809], [-0.4540, -2.1531, -0.0361], [0.7171, -1.5284, -0.0114], [1.3613, -1.9995, 1.0435], [2.3475, -1.6455, 1.2768], [-1.4214, -1.8592, -1.0541], [-1.7606, -0.8254, -0.9605], [-2.2694, -2.5306, -0.9438], [-0.9709, -1.9884, -2.0391], [-1.4603, -3.6039, 1.1267], [0.7403, -4.7702, 2.8337], [1.9970, -3.5733, 3.1857], [0.3441, -3.7349, 5.0566], [1.3474, -0.5918, 5.7077], [2.1857, -0.9276, 4.1781], [1.9992, -2.2014, 5.3919]], "forces_ev_per_a": [[0.11, 0.25, -0.01], [-0.01, -0.35, 0.08], [0.18, 0.21, 0.27], [-0.34, 0.10, -0.17], [-0.33, 0.03, -0.16], [0.02, 0.01, 0.15], [0.30, -0.05, 0.11], [-0.55, -0.01, -0.28], [-0.60, -0.07, 1.23], [0.87, 0.25, -0.90], [-0.25, 0.02, -0.26], [0.09, 0.00, 0.13], [0.20, 0.11, 0.01], [0.05, 0.12, 0.04], [0.01, -0.03, -0.01], [-0.07, -0.22, 0.14], [0.04, 0.07, -0.04], [-0.02, 0.05, -0.01], [0.08, 0.25, -0.02], [-0.02, -0.15, 0.02], [-0.01, 0.00, 0.01], [0.06, 0.02, -0.09], [-0.02, 0.06, -0.10], [-0.06, 0.08, -0.03], [0.01, -0.02, 0.00], [-0.09, 0.01, 0.11], [-0.07, 0.04, 0.00], [-0.02, 0.03, -0.07], [0.05, -0.01, -0.06], [0.08, -0.08, 0.03], [0.03, -0.10, -0.09], [-0.01, -0.09, 0.01], [0.08, 0.08, -0.05], [-0.02, -0.05, 0.03], [0.11, -0.01, 0.00], [-0.06, -0.26, -0.10], [0.15, -0.06, 0.11], [-0.31, 0.11, 0.11], [-0.05, -0.16, -0.12], [0.36, -0.08, 0.21], [0.13, -0.32, 0.43], [0.23, 0.47, -0.49], [-0.31, -0.22, 0.04], [0.23, 0.08, 0.03], [-0.30, 0.31, -0.42], [0.00, -0.16, -0.01], [0.04, -0.03, 0.01], [-0.03, -0.06, 0.05], [-0.24, -0.09, 0.01], [0.13, -0.03, 0.08], [0.02, -0.10, 0.00], [-0.05, 0.03, -0.02], [0.09, -0.02, 0.00], [0.07, -0.01, 0.06], [0.00, 0.02, 0.01]]}

[3]
{"formula": "C2H11N2O", "method": "wB97M-V/def2-TZVPD", "total_charge": 1, "homo_lumo_gap_ev": 10.2707, "lumo_ha": -0.118, "species": ["N", "C", "C", "N", "H", "H", "H", "H", "H", "H", "H", "H", "H", "H", "H", "O"], "xyz": [[-0.2388, -0.7988, 0.4182], [-0.3164, -0.7635, -1.1257], [1.1557, -0.2852, -1.4441], [1.1990, 1.1714, -1.2436], [0.3844, -1.4835, 0.6582], [0.0836, 0.0382, 0.8091], [-1.1609, -1.0261, 0.8490], [-0.6049, -1.8309, -1.6204], [-1.0673, -0.1118, -1.5369], [1.8542, -0.7847, -0.8155], [1.4021, -0.3549, -2.4158], [1.7665, 1.6998, -1.8394], [0.2659, 1.6058, -1.2991], [-1.7120, 0.4627, 3.7304], [-1.4449, 1.3446, 2.6389], [-1.4405, 0.5155, 2.7548]], "forces_ev_per_a": [[-4.65, -0.32, -2.25], [2.04, -2.34, -0.91], [-2.69, 1.97, 1.19], [-2.18, 0.00, 2.34], [2.04, -2.43, 0.87], [0.56, 2.05, 0.61], [0.75, 0.35, -0.05], [0.98, 2.27, 1.83], [-0.24, 0.61, 0.54], [0.64, -0.52, 0.47], [0.72, -1.61, -3.45], [1.25, 0.38, -1.01], [0.72, -0.39, -0.02], [0.60, -0.39, -2.06], [0.00, 10.19, -1.80], [-0.54, -9.82, 3.70]]}

[4]
{"formula": "C4H6N2O", "method": "wB97M-V/def2-TZVPD", "total_charge": 0, "homo_lumo_gap_ev": 9.2609, "lumo_ha": 0.019, "species": ["C", "C", "N", "C", "C", "O", "N", "H", "H", "H", "H", "H", "H"], "xyz": [[0.0415, -0.0330, 1.7354], [-1.2485, 1.6814, -0.1765], [-0.4762, 1.7440, -1.1246], [0.2974, 0.6404, -1.5428], [0.1929, -0.4409, -0.7440], [0.6777, -1.7001, -0.9891], [-0.5851, -0.2064, 0.4377], [1.0195, 0.4553, 1.6516], [0.1370, -1.0210, 2.1609], [-0.5609, 0.5784, 2.4438], [0.8478, 0.7189, -2.4773], [1.1177, -1.7190, -1.8562], [-1.4608, -0.6979, 0.4813]], "forces_ev_per_a": [[0.05, -0.03, 0.59], [0.58, 1.14, -0.74], [-0.55, -0.29, 0.42], [-0.20, -0.15, 0.26], [-0.32, 0.44, 0.27], [0.03, 0.46, 0.19], [0.46, -0.49, -1.09], [-0.24, -0.22, -0.18], [0.50, -0.19, 0.56], [0.09, -0.28, -0.83], [-0.08, -0.15, 0.27], [-0.22, 0.09, 0.37], [-0.10, -0.32, -0.08]]}

[5]
{"formula": "C2H5NO", "method": "wB97M-V/def2-TZVPD", "total_charge": 0, "homo_lumo_gap_ev": 10.7144, "lumo_ha": 0.033, "species": ["C", "C", "N", "O", "H", "H", "H", "H", "H"], "xyz": [[0.9182, -0.3122, 0.5600], [-0.0147, 0.5555, -0.2663], [-1.2368, 0.0095, -0.5449], [0.3099, 1.6129, -0.7550], [0.4096, -1.2661, 0.7477], [1.7108, -0.5678, -0.1210], [1.1551, 0.1551, 1.4963], [-1.8404, 0.7087, -0.9594], [-1.4116, -0.8955, -0.1573]], "forces_ev_per_a": [[-1.52, -0.77, -0.84], [0.05, -0.44, -0.34], [1.13, 0.84, 0.31], [0.22, 0.56, 0.26], [0.15, 0.13, 0.32], [0.91, 0.25, 0.27], [0.59, 0.24, 0.17], [-0.55, -0.91, 0.00], [-0.98, 0.10, -0.14]]}

[6]
{"formula": "C58H55HfNOS3Sb3", "method": "wB97M-V/def2-TZVPD", "spin_multiplicity": 2, "s2": 0.758, "total_charge": 2, "homo_lumo_gap_ev": [5.4385, 6.0896], "lumo_ha": [-0.217, -0.220], "species": ["Hf", "C", "C", "C", "Sb", "C", "C", "C", "C", "C", "C", "C", "C", "C", "C", "C", "C", "Sb", "C", "C", "C", "C", "C", "C", "C", "C", "C", "C", "C", "C", "H", "H", "H", "H", "H", "H", "H", "H", "H", "H", "H", "H", "H", "H", "H", "H", "H", "H", "H", "H", "H", "H", "H", "H", "H", "H", "O", "H", "H", "H", "S", "C", "N", "S", "C", "C", "C", "C", "C", "C", "C", "C", "C", "C", "C", "C", "H", "H", "H", "H", "H", "H", "H", "H", "H", "H", "H", "S", "Sb", "C", "C", "C", "C", "C", "C", "C", "C", "C", "C", "C", "C", "C", "C", "C", "C", "C", "C", "H", "H", "H", "H", "H", "H", "H", "H", "H", "H", "H", "H", "H", "H", "H"], "xyz": [[11.4233, 12.9408, 16.0662], [8.1049, 12.3486, 18.9227], [7.7554, 10.8274, 19.2088], [9.0279, 9.7539, 19.0300], [10.8310, 10.8418, 18.6865], [12.2296, 9.3650, 19.5317], [11.9176, 8.0435, 19.8471], [12.8134, 7.3424, 20.6039], [14.0248, 7.8650, 20.9142], [14.4257, 9.0297, 20.2789], [13.5472, 9.8226, 19.5985], [10.9390, 12.0157, 20.4364], [11.0766, 11.4882, 21.7117], [11.2607, 12.3915, 22.7398], [11.3599, 13.7430, 22.5612], [11.0028, 14.2633, 21.3467], [10.8231, 13.3909, 20.2716], [8.1638, 12.4924, 16.6859], [6.9225, 10.6247, 15.7965], [5.7249, 11.0844, 15.3146], [5.1761, 10.3315, 14.1891], [5.6858, 9.0436, 13.9346], [6.8733, 8.6955, 14.5823], [7.5529, 9.5207, 15.3876], [6.3606, 13.7499, 16.2317], [6.2944, 14.2630, 14.9035], [5.2878, 15.0133, 14.3309], [4.2911, 15.3901, 15.2111], [4.1607, 14.6702, 16.3900], [5.0956, 13.8044, 16.8657], [9.1541, 12.6263, 19.1877], [7.4774, 13.0460, 19.4858], [6.9024, 10.4942, 18.6393], [7.4881, 10.6374, 20.2458], [8.9153, 8.9060, 18.2933], [9.0981, 9.2744, 20.0206], [10.9255, 7.6288, 19.6775], [12.5491, 6.3471, 20.9051], [14.7442, 7.3111, 21.5153], [15.5024, 9.2137, 20.4149], [13.8541, 10.8558, 19.3403], [11.0886, 10.4035, 21.8935], [11.4432, 12.0365, 23.7503], [11.5936, 14.3731, 23.3745], [10.8982, 15.3463, 21.1769], [10.6830, 13.8520, 19.2924], [5.2364, 11.9364, 15.8837], [4.2057, 10.5651, 13.6578], [5.7477, 8.2576, 13.2242], [7.6411, 7.9895, 14.3323], [8.6424, 9.4161, 15.7561], [7.2623, 14.1425, 14.3780], [5.3258, 15.4661, 13.3335], [3.5255, 16.0624, 14.7920], [3.2279, 14.8729, 16.9133], [4.8941, 13.3996, 17.8592], [17.3842, 4.6806, 16.3362], [17.8451, 4.1619, 15.6825], [16.8353, 5.2247, 15.7414], [11.9247, 16.0068, 15.3780], [10.0074, 15.2177, 16.3874], [11.4248, 15.1907, 15.6436], [11.2258, 11.5600, 14.6349], [10.3140, 12.0347, 13.3129], [9.4860, 10.7091, 12.5929], [10.0858, 9.5492, 12.0456], [9.3703, 8.9573, 11.0261], [8.1016, 9.3804, 10.6912], [7.4649, 10.3698, 11.3371], [8.2004, 11.0763, 12.2792], [11.3761, 12.5484, 12.0169], [12.5830, 11.9233, 11.7379], [13.4714, 12.5684, 10.8902], [13.0757, 13.7430, 10.3545], [11.8969, 14.4535, 10.7254], [11.0408, 13.8419, 11.6241], [12.0574, 11.0370, 14.4348], [11.0380, 9.1259, 12.3459], [9.7464, 8.0869, 10.5231], [7.6237, 8.8053, 9.9362], [6.4280, 10.6363, 11.0879], [7.7744, 11.8686, 12.9430], [12.8366, 10.9962, 12.2766], [14.4256, 12.0985, 10.6736], [13.8067, 14.2247, 9.6991], [11.6628, 15.4007, 10.2436], [10.0750, 14.2469, 11.8610], [13.7821, 12.4613, 17.0518], [16.5262, 11.5022, 16.1580], [16.9384, 9.9347, 14.6310], [16.4179, 10.0648, 13.3358], [16.9110, 9.2471, 12.3284], [17.8857, 8.2677, 12.5567], [18.2602, 8.0770, 13.8640], [17.7308, 8.8333, 14.9235], [17.4226, 13.2621, 15.3837], [18.1465, 13.2564, 14.1990], [18.6454, 14.4599, 13.6960], [18.2976, 15.6505, 14.2794], [17.5599, 15.6761, 15.4366], [17.1066, 14.4842, 16.0113], [17.4341, 11.3604, 18.1023], [18.7659, 11.0126, 18.1244], [19.4688, 11.0390, 19.3069], [18.8717, 11.5117, 20.4471], [17.5597, 11.9724, 20.3716], [16.7982, 11.8767, 19.2386], [15.7492, 10.8804, 13.1150], [16.5778, 9.4082, 11.2780], [18.3055, 7.6860, 11.7342], [18.9980, 7.3341, 14.1775], [18.0460, 8.6231, 15.9259], [18.3935, 12.3312, 13.6609], [19.2831, 14.4175, 12.8220], [18.7531, 16.5431, 13.8958], [17.3138, 16.6110, 15.9022], [16.5410, 14.5192, 16.9228], [19.2570, 10.7169, 17.2035], [20.5264, 10.8426, 19.3700], [19.5021, 11.6729, 21.3208], [17.1712, 12.4054, 21.3010], [15.7808, 12.1851, 19.1690]], "forces_ev_per_a": [[1.83, 1.10, 4.01], [0.47, -1.35, -0.75], [1.97, -0.68, 0.18], [-1.65, 0.61, 0.07], [1.02, -1.08, 0.33], [-0.39, 0.75, -2.05], [-1.16, 1.34, 0.06], [-0.60, -1.32, 0.24], [1.28, -0.19, -0.40], [1.99, -0.60, 1.19], [-0.34, 0.98, 0.63], [-0.38, 0.24, -0.40], [0.05, -0.22, -0.24], [0.82, -1.12, 1.41], [-0.92, 0.11, -0.38], [0.03, 0.76, -1.33], [0.68, 0.67, 0.49], [-2.90, -1.17, 0.13], [0.57, 4.64, 1.95], [-1.75, -1.03, -1.16], [-1.82, -0.75, 0.90], [2.80, 0.62, 1.06], [1.71, -0.33, -0.17], [3.03, 0.78, 2.24], [-0.80, 0.19, -1.47], [3.19, -0.61, 0.44], [0.21, 0.87, 0.67], [-0.90, -0.62, -1.62], [-1.87, 1.49, -0.32], [1.87, 0.30, 1.77], [-1.45, -0.43, -0.11], [-0.24, -0.08, -0.56], [-0.15, -0.01, -0.40], [-0.09, 0.60, 0.17], [-0.19, 1.18, 0.51], [0.31, 0.15, -0.43], [0.19, 0.12, -0.13], [-0.08, -0.30, 0.33], [-0.21, 0.09, -0.13], [-0.60, 0.71, -0.26], [-0.39, -0.87, -0.24], [0.03, 0.58, -0.07], [-0.09, -0.24, -0.13], [0.16, 0.58, 0.80], [0.23, -0.58, 0.16], [-0.06, -0.19, 0.01], [0.34, -1.41, -1.82], [1.29, 0.32, 0.83], [-2.43, 0.06, -1.72], [-1.00, -1.75, -1.07], [-1.81, -0.54, -0.87], [-0.68, 0.07, -0.31], [0.26, -0.46, 0.39], [0.22, -0.29, 0.85], [0.30, -0.35, 0.35], [0.25, -0.29, -0.28], [-0.62, 0.77, -0.61], [0.54, -0.63, -0.07], [0.08, -0.12, 0.65], [1.89, 3.53, -1.41], [-0.10, 0.14, 0.59], [-0.95, -4.26, 0.78], [-0.53, -0.10, -2.28], [0.24, -0.63, 1.21], [0.45, -1.33, -0.44], [-0.36, 0.59, -0.38], [0.70, -0.48, 0.83], [0.20, -1.20, -0.88], [-1.16, 1.50, 0.49], [-1.03, 0.94, 1.31], [0.53, 0.55, 1.23], [-0.25, -0.41, 0.77], [-0.28, -1.81, 0.79], [0.08, 2.85, -0.69], [0.80, -0.94, -0.63], [0.44, -0.25, -1.44], [0.46, -0.68, -0.32], [0.04, 0.37, 0.04], [0.30, -0.22, -0.08], [-0.57, -0.16, -0.61], [0.58, -0.11, 0.29], [0.04, -0.47, -1.10], [-0.04, 0.37, -0.57], [-0.10, 0.24, -0.14], [-0.51, 0.05, -0.01], [0.11, -0.16, 0.28], [-0.14, 0.34, 0.31], [-2.42, 0.54, -1.37], [-0.94, -0.11, -0.24], [-0.32, 0.05, 0.79], [0.85, 0.26, 0.36], [-0.26, 0.02, -1.45], [-0.55, 0.49, 0.00], [0.39, -0.71, 1.40], [0.42, 0.57, -0.89], [-0.55, 0.24, 0.05], [0.49, -0.14, -0.25], [-0.25, -1.08, -0.42], [0.95, 0.24, -0.01], [-0.74, -0.70, 0.69], [0.63, -0.05, -0.82], [-0.36, 0.22, -0.66], [0.23, -0.60, -0.65], [0.75, 0.27, 0.29], [-0.07, 0.66, -0.19], [0.06, 0.21, 2.10], [0.58, -0.64, -1.10], [-0.18, 0.14, -0.20], [0.13, -0.11, 0.94], [-0.13, 0.21, 0.32], [-0.23, 0.02, -0.45], [0.22, -0.06, 0.36], [-0.17, 0.31, 0.39], [-0.04, 0.17, 0.00], [-0.17, 0.45, -0.17], [-0.02, 0.28, 0.19], [-0.24, -0.07, 0.29], [0.12, -0.06, 0.07], [0.15, -0.37, -0.36], [-0.49, -0.19, 0.02], [-0.23, -0.10, -0.52], [-0.57, 0.31, 0.22]]}

Values for max |F|, eV/A, ordered as above
2.92, 1.37, 10.51, 1.47, 1.90, 5.07